No. 1
{
  "formula": "C3H10O4",
  "method": "ωB97M-V/def2-TZVPD",
  "lumo_energy_ha": 0.020,
  "smiles": "CCC(=O)O.O.O",
  "energy_ev": -11463.444,
  "largest_force_ev_per_a": 1.52,
  "orbital_gap_ev": 11.21,
  "homo_energy_ha": -0.39160,
  "species": ["C", "C", "C", "O", "O", "H", "H", "H", "H", "H", "H", "O", "H", "H", "O", "H", "H"],
  "coordinates": [[-0.513, -0.992, 0.798], [0.183, 0.266, 0.316], [0.371, 0.397, -1.157], [1.326, 0.879, -1.712], [-0.669, -0.112, -1.855], [-1.462, -1.099, 0.260], [-0.010, -1.942, 0.636], [-0.817, -0.900, 1.839], [1.109, 0.380, 0.884], [-0.365, 1.142, 0.684], [-0.612, 0.177, -2.761], [-3.797, 0.648, 0.422], [-2.966, 0.484, -0.033], [-4.309, -0.156, 0.329], [3.330, -0.777, 2.389], [4.190, -0.822, 2.826], [3.416, -0.087, 1.753]]
}

No. 2
{
  "formula": "C4H13N2O",
  "method": "ωB97M-V/def2-TZVPD",
  "lumo_energy_ha": [-0.264, -0.262],
  "total_charge": 1,
  "energy_ev": -9372.437,
  "largest_force_ev_per_a": 5.16,
  "orbital_gap_ev": [6.73, 6.89],
  "homo_energy_ha": [-0.51141, -0.51558],
  "species": ["C", "C", "C", "C", "N", "N", "O", "H", "H", "H", "H", "H", "H", "H", "H", "H", "H", "H", "H", "H"],
  "coordinates": [[-0.313, -1.172, 0.917], [-0.029, -1.807, -1.419], [1.627, -0.219, -0.412], [-0.974, 2.660, 1.234], [-0.571, 0.413, -0.748], [0.145, -0.737, -0.405], [0.083, 1.898, 0.992], [0.117, -2.125, 0.932], [-0.003, -0.355, 1.718], [-1.435, -1.492, 0.946], [0.327, -1.515, -2.449], [0.418, -2.756, -1.158], [-1.194, -1.912, -1.336], [1.741, 0.275, 0.509], [2.236, -1.159, -0.535], [1.710, 0.371, -1.236], [-0.722, 3.374, 1.978], [-1.809, 2.023, 1.524], [-1.227, 3.269, 0.355], [-0.127, 0.964, -1.406]]
}

No. 3
{
  "formula": "C2H4N4O",
  "method": "ωB97M-V/def2-TZVPD",
  "lumo_energy_ha": [-0.028, -0.029],
  "energy_ev": -10141.738,
  "largest_force_ev_per_a": 3.21,
  "orbital_gap_ev": [7.42, 7.42],
  "homo_energy_ha": [-0.30119, -0.30113],
  "species": ["C", "C", "N", "N", "N", "N", "O", "H", "H", "H", "H"],
  "coordinates": [[-1.171, -1.606, 0.100], [-0.643, -0.339, -0.171], [-1.605, -2.641, 0.347], [1.991, -0.267, 0.382], [-0.313, 0.462, 0.874], [1.436, -0.810, -0.548], [3.162, -0.188, 0.742], [-0.872, 0.122, -1.119], [0.172, 1.322, 0.660], [0.059, -0.010, 1.688], [1.812, -1.436, -1.256]]
}

No. 4
{
  "formula": "C2H12N4O",
  "method": "ωB97M-V/def2-TZVPD",
  "lumo_energy_ha": 0.026,
  "energy_ev": -10270.724,
  "largest_force_ev_per_a": 3.45,
  "orbital_gap_ev": 9.30,
  "homo_energy_ha": -0.31569,
  "species": ["C", "C", "O", "H", "H", "H", "H", "H", "H", "N", "N", "N", "N", "H", "H", "H", "H", "H", "H"],
  "coordinates": [[0.680, 0.752, -0.961], [2.201, -0.381, 1.646], [0.886, 0.025, 1.487], [2.623, -0.067, 2.612], [0.251, 0.969, -1.938], [1.475, 1.447, -0.710], [0.976, -0.282, -0.840], [2.851, -0.029, 0.824], [2.258, -1.477, 1.638], [-1.689, 0.153, 0.432], [-2.410, -0.539, -0.548], [-0.742, 1.170, 0.051], [-1.720, -1.343, -1.493], [-1.097, -0.499, 0.949], [-3.026, 0.100, -1.038], [0.063, 1.041, 1.196], [-1.269, 1.952, -0.335], [-1.343, -2.153, -1.014], [-0.968, -0.842, -1.958]]
}

No. 5
{
  "formula": "C3H9NO2",
  "method": "ωB97M-V/def2-TZVPD",
  "lumo_energy_ha": [0.034, -0.104],
  "multiplicity": 3,
  "energy_ev": -8835.722,
  "largest_force_ev_per_a": 5.78,
  "orbital_gap_ev": [7.07, 7.69],
  "homo_energy_ha": [-0.22580, -0.38685],
  "species": ["C", "C", "C", "N", "O", "O", "H", "H", "H", "H", "H", "H", "H", "H", "H"],
  "coordinates": [[-0.665, -1.646, 0.282], [-1.342, 0.187, -1.067], [2.870, 1.128, -0.918], [-0.510, -0.375, -0.282], [1.675, 1.303, -1.444], [3.244, 0.353, -0.075], [0.351, -2.095, 0.089], [-0.754, -1.367, 1.337], [-1.278, -2.415, -0.112], [-2.362, 0.981, 4.021], [-1.288, 1.259, -1.307], [-2.179, -0.406, -1.464], [-2.236, 0.483, 3.485], [3.552, 1.874, -1.487], [0.924, 0.734, -1.056]]
}

No. 6
{
  "formula": "C4H5NO2",
  "method": "ωB97M-V/def2-TZVPD",
  "lumo_energy_ha": 0.016,
  "smiles": "C=N/C=C\\OC=O",
  "energy_ev": -9811.488,
  "largest_force_ev_per_a": 0.96,
  "orbital_gap_ev": 9.62,
  "homo_energy_ha": -0.33721,
  "species": ["C", "N", "C", "C", "O", "C", "O", "H", "H", "H", "H", "H"],
  "coordinates": [[0.253, -1.717, 0.109], [0.831, -0.603, 0.256], [0.190, 0.183, 1.252], [-0.613, 1.107, 0.726], [-0.778, 1.271, -0.629], [0.205, 0.883, -1.527], [-0.063, 0.211, -2.478], [0.204, -2.139, -0.885], [-0.311, -2.192, 0.913], [0.192, -0.088, 2.304], [-1.288, 1.728, 1.299], [1.178, 1.357, -1.339]]
}

No. 7
{
  "formula": "C44H47BaN6O2PS4SeSi",
  "method": "ωB97M-V/def2-TZVPD",
  "lumo_energy_ha": 0.143,
  "total_charge": -2,
  "energy_ev": -185984.530,
  "largest_force_ev_per_a": 2.36,
  "orbital_gap_ev": 6.09,
  "homo_energy_ha": -0.08115,
  "species": ["Ba", "O", "C", "N", "C", "C", "C", "C", "C", "C", "N", "C", "C", "C", "C", "C", "N", "H", "H", "H", "H", "H", "H", "H", "H", "H", "H", "S", "C", "N", "C", "C", "C", "C", "C", "C", "S", "H", "H", "H", "H", "C", "Si", "C", "C", "Se", "H", "H", "H", "H", "H", "H", "H", "H", "H", "C", "C", "N", "C", "C", "C", "O", "C", "C", "C", "C", "N", "C", "H", "H", "H", "H", "H", "H", "H", "H", "H", "H", "H", "H", "H", "H", "S", "P", "S", "C", "C", "C", "C", "C", "C", "C", "C", "C", "C", "C", "C", "H", "H", "H", "H", "H", "H", "H", "H", "H", "H"],
  "coordinates": [[-1.327, -0.024, 0.840], [-4.916, 1.380, 3.382], [-3.982, 0.717, 2.901], [-2.754, 1.192, 2.633], [-2.458, 2.585, 2.840], [-0.942, 2.834, 2.657], [-0.437, 4.117, 2.936], [0.934, 4.326, 2.819], [1.798, 3.314, 2.398], [1.235, 2.099, 2.112], [-0.075, 1.899, 2.244], [-4.274, -0.738, 2.508], [-5.545, -1.286, 2.776], [-5.790, -2.579, 2.369], [-4.833, -3.318, 1.665], [-3.624, -2.712, 1.415], [-3.365, -1.498, 1.881], [-2.746, 2.930, 3.847], [-2.988, 3.245, 2.117], [-1.085, 4.917, 3.277], [1.349, 5.287, 3.095], [2.861, 3.479, 2.337], [1.816, 1.232, 1.830], [-6.267, -0.697, 3.333], [-6.738, -3.049, 2.615], [-5.028, -4.342, 1.363], [-2.842, -3.195, 0.837], [-2.943, -1.628, -1.847], [-1.293, -2.081, -1.815], [-0.376, -1.828, -0.898], [0.898, -2.290, -1.153], [2.001, -2.177, -0.288], [3.188, -2.797, -0.679], [3.220, -3.480, -1.895], [2.153, -3.604, -2.762], [0.968, -2.986, -2.382], [-0.587, -2.978, -3.214], [1.882, -1.747, 0.702], [4.092, -2.753, -0.092], [4.140, -3.983, -2.161], [2.233, -4.148, -3.674], [3.077, 4.959, -1.142], [2.414, 3.926, -2.548], [3.853, 3.077, -3.382], [1.531, 5.013, -3.768], [0.972, 2.368, -1.728], [3.758, 5.729, -1.519], [3.628, 4.323, -0.440], [2.262, 5.436, -0.583], [4.489, 3.807, -3.928], [3.521, 2.339, -4.128], [4.482, 2.551, -2.662], [2.262, 5.722, -4.202], [0.728, 5.596, -3.300], [1.094, 4.442, -4.591], [-0.774, 0.472, -4.678], [-2.298, 0.572, -4.810], [-2.793, 1.938, -5.118], [-2.573, 2.406, -6.483], [-1.479, 3.464, -6.555], [-3.529, 2.767, -4.306], [-4.007, 3.865, -4.665], [-3.804, 2.294, -2.900], [-5.133, 2.335, -2.433], [-5.448, 1.867, -1.172], [-4.394, 1.472, -0.365], [-3.126, 1.558, -0.732], [-2.822, 1.895, -1.969], [-0.485, -0.546, -4.388], [-0.407, 1.157, -3.885], [-0.266, 0.727, -5.614], [-2.783, 0.169, -3.905], [-2.610, -0.068, -5.646], [-3.514, 2.836, -6.842], [-2.314, 1.538, -7.104], [-1.794, 4.369, -6.023], [-1.251, 3.744, -7.592], [-0.579, 3.075, -6.097], [-5.875, 2.758, -3.089], [-6.477, 1.824, -0.824], [-4.587, 1.128, 0.643], [-1.764, 1.896, -2.209], [0.645, -3.550, 6.078], [1.691, -3.064, 4.455], [0.940, -1.604, 3.216], [2.048, -4.610, 3.577], [1.670, -4.849, 2.279], [1.920, -6.092, 1.718], [2.584, -7.068, 2.443], [2.943, -6.821, 3.752], [2.699, -5.580, 4.319], [3.316, -2.423, 4.918], [3.572, -1.988, 6.209], [4.823, -1.437, 6.494], [5.790, -1.350, 5.506], [5.514, -1.801, 4.233], [4.273, -2.338, 3.930], [1.159, -4.072, 1.715], [1.597, -6.289, 0.705], [2.779, -8.037, 1.996], [3.421, -7.561, 4.359], [2.948, -5.348, 5.344], [2.811, -2.101, 6.966], [5.029, -1.078, 7.489], [6.784, -0.948, 5.741], [6.253, -1.727, 3.445], [4.049, -2.697, 2.928]]
}

No. 8
{
  "formula": "C7H14NO",
  "method": "ωB97M-V/def2-TZVPD",
  "lumo_energy_ha": [-0.162, -0.223],
  "multiplicity": 3,
  "total_charge": 1,
  "energy_ev": -11007.952,
  "largest_force_ev_per_a": 5.79,
  "orbital_gap_ev": [5.09, 6.78],
  "homo_energy_ha": [-0.34852, -0.47277],
  "species": ["C", "C", "C", "C", "C", "C", "C", "N", "O", "H", "H", "H", "H", "H", "H", "H", "H", "H", "H", "H", "H", "H", "H"],
  "coordinates": [[1.025, 0.791, 1.719], [-0.035, 1.666, 1.159], [-3.701, 1.343, -1.589], [4.599, -1.049, -1.533], [-0.416, -1.115, 1.022], [-4.130, 0.638, -0.534], [3.651, -0.029, -0.997], [0.078, 0.067, 1.405], [2.881, -0.229, -0.059], [-0.745, 2.028, 1.921], [-0.094, 2.010, 0.178], [-2.888, 0.918, -2.187], [-4.041, 2.368, -1.782], [2.061, 0.661, 1.916], [5.562, -0.688, -1.594], [4.493, -1.962, -0.930], [4.302, -1.185, -2.562], [-1.108, -1.334, 1.775], [0.347, -1.888, 1.202], [-0.782, -1.100, 0.076], [-4.706, 1.201, 0.193], [-3.704, -0.341, -0.363], [3.763, 1.020, -1.589]]
}